Entry from the OMol25 dataset: a molecular structure, C31H39AuN4O4PS (the ωB97M-V functional and the def2-TZVPD basis).

Computed properties:
ΔE to the lowest compared entry with this formula, charge and spin ... 0.0 kcal per mole
Net charge ... +1
Maximum force ... 0.5 eV Å⁻¹
E_tot ... -70742.8517 eV
Multiplicity ... 1
LUMO ... -3.8338 eV
HOMO-LUMO gap ... 7.16 eV
E_HOMO ... -11.00 eV

CARTESIAN COORDINATES (ANGSTROEM)
Au (-0.350, 0.685, 0.522)
O (-4.211, 0.069, 1.491)
C (-3.227, 0.391, 0.884)
O (-2.102, 0.741, 1.495)
C (-3.254, 0.450, -0.644)
P (-1.654, 0.957, -1.346)
C (-1.262, -0.155, -2.699)
C (-0.406, -1.228, -2.445)
C (-0.146, -2.157, -3.441)
C (-0.740, -2.027, -4.688)
C (-1.622, -0.982, -4.933)
C (-1.892, -0.054, -3.941)
C (-1.707, 2.695, -1.790)
C (-1.556, 3.173, -3.088)
C (-1.634, 4.537, -3.333)
C (-1.868, 5.422, -2.292)
C (-2.014, 4.948, -0.994)
C (-1.928, 3.590, -0.739)
H (-4.068, 1.104, -0.955)
H (-3.474, -0.559, -0.993)
H (0.041, -1.357, -1.470)
H (0.524, -2.983, -3.238)
H (-0.531, -2.750, -5.466)
H (-2.110, -0.894, -5.894)
H (-2.620, 0.723, -4.135)
H (-1.341, 2.504, -3.909)
H (-1.508, 4.904, -4.343)
H (-1.929, 6.484, -2.489)
H (-2.188, 5.635, -0.177)
H (-2.042, 3.231, 0.279)
C (4.667, 3.027, 2.453)
C (4.467, 1.646, 3.055)
N (3.042, 1.323, 3.236)
C (2.486, 1.577, 4.569)
C (2.635, 0.376, 5.490)
C (2.330, 0.819, 2.239)
S (0.709, 0.305, 2.571)
N (2.985, 0.659, 1.081)
C (2.538, 0.551, -0.129)
O (1.334, 0.749, -0.569)
C (3.530, 0.250, -1.193)
C (3.115, 0.047, -2.506)
C (4.043, -0.243, -3.492)
C (5.392, -0.327, -3.175)
C (5.813, -0.114, -1.868)
C (4.887, 0.174, -0.881)
H (5.732, 3.246, 2.369)
H (4.212, 3.799, 3.076)
H (4.226, 3.077, 1.458)
H (4.924, 1.581, 4.042)
H (4.911, 0.880, 2.427)
H (1.441, 1.859, 4.462)
H (3.020, 2.440, 4.968)
H (2.084, -0.482, 5.104)
H (2.245, 0.616, 6.479)
H (3.683, 0.091, 5.600)
H (2.066, 0.125, -2.753)
H (3.715, -0.401, -4.511)
H (6.116, -0.551, -3.946)
H (6.864, -0.172, -1.621)
H (5.203, 0.343, 0.138)
C (-2.228, -2.142, 3.507)
N (-2.819, -2.927, 2.434)
C (-3.489, -4.149, 2.838)
C (-2.384, -2.711, 1.166)
O (-1.362, -2.039, 0.929)
N (-3.122, -3.293, 0.169)
C (-4.572, -3.383, 0.212)
C (-2.504, -3.524, -1.120)
H (-2.930, -2.115, 4.340)
H (-2.057, -1.128, 3.171)
H (-1.283, -2.573, 3.852)
H (-2.923, -4.618, 3.645)
H (-3.533, -4.850, 2.007)
H (-4.503, -3.957, 3.197)
H (-4.954, -2.857, 1.081)
H (-4.920, -4.419, 0.230)
H (-4.989, -2.902, -0.677)
H (-1.426, -3.578, -1.005)
H (-2.735, -2.734, -1.847)
H (-2.866, -4.467, -1.533)

Cartesian forces (eV/Å) of the 2 atoms listed first:
Au -0.08 -0.20 0.19
O 0.12 0.03 0.04

***

Entry from the OMol25 dataset: a molecular structure, C31H39Br3IIrN5P2 (the ωB97M-V functional and the def2-TZVPD basis).

Computed properties:
ΔE to the lowest compared entry with this formula, charge and spin ... 87.0 kcal per mole
Net charge ... +3
Maximum force ... 3.8 eV Å⁻¹
E_tot ... -279851.8827 eV
Multiplicity ... 1
LUMO (alpha / beta) ... -10.6937 / -10.6275 eV
HOMO-LUMO gap (alpha / beta) ... 4.80 / 4.86 eV
E_HOMO (alpha / beta) ... -15.49 / -15.49 eV

CARTESIAN COORDINATES (ANGSTROEM)
Ir (0.412, 0.868, 0.101)
C (-0.270, -0.342, 3.590)
P (1.050, 0.199, 2.444)
C (1.954, 1.397, 3.495)
C (2.235, -1.177, 2.343)
C (2.425, -2.025, 3.428)
C (3.405, -3.001, 3.383)
C (4.199, -3.140, 2.256)
C (3.998, -2.317, 1.158)
C (3.020, -1.329, 1.194)
P (2.761, -0.196, -0.215)
C (3.442, -1.019, -1.700)
C (4.037, 1.093, 0.058)
H (-0.734, -1.259, 3.231)
H (-1.025, 0.442, 3.641)
H (0.125, -0.498, 4.594)
H (2.276, 0.900, 4.411)
H (1.294, 2.221, 3.758)
H (2.835, 1.784, 2.989)
H (1.821, -1.918, 4.315)
H (3.559, -3.644, 4.235)
H (4.986, -3.877, 2.235)
H (4.624, -2.440, 0.288)
H (4.524, -1.114, -1.615)
H (3.223, -0.390, -2.561)
H (2.993, -1.997, -1.850)
H (5.002, 0.607, 0.208)
H (3.812, 1.706, 0.927)
H (4.084, 1.733, -0.822)
Br (0.628, 1.354, -6.912)
C (0.488, 1.198, -5.032)
C (0.256, -0.043, -4.440)
C (0.211, -0.101, -3.062)
N (0.348, 0.959, -2.277)
C (0.547, 2.164, -2.828)
C (0.632, 2.316, -4.209)
C (0.717, 3.293, -1.894)
C (0.610, 4.618, -2.304)
C (0.865, 5.644, -1.396)
Br (0.677, 7.453, -1.897)
C (1.260, 5.302, -0.101)
C (1.292, 3.967, 0.235)
N (1.004, 2.983, -0.615)
H (0.131, -0.932, -5.036)
H (0.067, -1.050, -2.565)
H (0.821, 3.278, -4.653)
H (0.309, 4.867, -3.307)
H (1.524, 6.050, 0.628)
H (1.576, 3.677, 1.236)
Br (1.428, -5.362, 0.642)
C (-0.156, -5.593, -0.375)
C (-0.476, -6.854, -0.869)
C (-1.611, -7.028, -1.642)
C (-2.428, -5.942, -1.934)
C (-2.121, -4.684, -1.433)
C (-0.994, -4.515, -0.652)
I (-0.569, -2.612, 0.165)
H (0.169, -7.690, -0.647)
H (-1.853, -8.011, -2.016)
H (-3.307, -6.068, -2.547)
H (-2.766, -3.845, -1.651)
C (-3.793, 2.241, 2.455)
N (-2.894, 2.172, 1.323)
C (-1.739, 3.023, 1.379)
C (-2.945, 1.209, 0.367)
N (-1.844, 0.827, -0.240)
N (-4.160, 0.678, 0.057)
C (-4.252, -0.606, -0.598)
C (-5.371, 1.469, 0.010)
H (-3.206, 2.261, 3.376)
H (-4.457, 1.384, 2.489)
H (-4.391, 3.153, 2.432)
H (-1.823, 3.704, 2.222)
H (-1.653, 3.608, 0.462)
H (-0.816, 2.419, 1.493)
H (-2.035, 0.216, -1.028)
H (-3.434, -1.250, -0.274)
H (-4.246, -0.513, -1.689)
H (-5.196, -1.072, -0.314)
H (-5.186, 2.495, 0.314)
H (-6.146, 1.036, 0.645)
H (-5.756, 1.485, -1.014)

Cartesian forces (eV/Å) of the 2 atoms listed first:
Ir 1.65 -1.21 -3.14
C -0.07 0.12 -0.56

***

Entry from the OMol25 dataset: a molecular structure, C31H39Br4N4OSSeSiW (the ωB97M-V functional and the def2-TZVPD basis).

Computed properties:
ΔE to the lowest compared entry with this formula, charge and spin ... 28.0 kcal per mole
Net charge ... +1
Maximum force ... 0.7 eV Å⁻¹
E_tot ... -406839.9935 eV
Multiplicity ... 3
LUMO (alpha / beta) ... -4.1816 / -3.8809 eV
HOMO-LUMO gap (alpha / beta) ... 6.29 / 6.78 eV
E_HOMO (alpha / beta) ... -10.47 / -10.66 eV

CARTESIAN COORDINATES (ANGSTROEM)
W (-0.113, 0.088, -0.435)
Br (2.178, 2.802, 0.194)
C (1.656, 4.141, -0.968)
Br (-1.307, 2.237, -0.862)
H (1.992, 4.070, -1.987)
H (1.019, 4.917, -0.582)
Br (4.244, -1.498, 1.528)
C (2.849, -0.681, 2.484)
C (2.964, -0.473, 3.873)
C (1.976, 0.160, 4.572)
Br (2.188, 0.421, 6.428)
C (0.805, 0.628, 3.921)
C (-0.271, 1.314, 4.518)
C (-1.318, 1.717, 3.731)
C (-1.321, 1.430, 2.366)
N (-0.348, 0.768, 1.771)
C (0.713, 0.391, 2.538)
C (1.733, -0.255, 1.820)
O (1.526, -0.388, 0.511)
H (3.857, -0.814, 4.379)
H (-0.257, 1.524, 5.579)
H (-2.152, 2.258, 4.156)
H (-2.145, 1.742, 1.738)
C (-1.780, -5.508, 1.122)
N (-1.140, -4.533, 0.262)
C (0.184, -4.338, 0.151)
S (0.793, -3.055, -0.786)
N (0.973, -5.190, 0.815)
C (2.426, -5.164, 0.807)
H (-2.855, -5.372, 1.052)
H (-1.488, -5.373, 2.167)
H (-1.552, -6.531, 0.813)
H (-1.713, -3.875, -0.236)
H (0.540, -5.989, 1.249)
H (2.765, -4.153, 0.604)
H (2.829, -5.829, 0.041)
H (2.791, -5.478, 1.783)
C (-0.119, -1.797, -8.188)
C (0.202, -1.280, -6.812)
C (1.108, -1.940, -5.989)
C (1.402, -1.490, -4.706)
C (2.433, -2.202, -3.876)
C (0.730, -0.350, -4.260)
Se (1.171, 0.337, -2.506)
C (-0.147, 0.372, -5.061)
C (-0.852, 1.622, -4.604)
C (-0.399, -0.122, -6.336)
H (0.574, -2.581, -8.488)
H (-0.074, -0.996, -8.926)
H (-1.129, -2.210, -8.216)
H (1.615, -2.826, -6.355)
H (2.864, -3.034, -4.432)
H (2.010, -2.593, -2.955)
H (3.242, -1.521, -3.602)
H (-0.353, 2.094, -3.759)
H (-1.879, 1.403, -4.298)
H (-0.902, 2.344, -5.420)
H (-1.083, 0.425, -6.978)
C (-4.190, -0.018, -1.870)
Si (-2.912, -1.352, -1.613)
C (-1.982, -1.702, -3.168)
C (-3.742, -2.952, -1.088)
N (-1.776, -0.842, -0.264)
C (-2.320, -1.123, 1.038)
C (-1.577, -1.872, 1.946)
C (-2.074, -2.123, 3.217)
C (-3.326, -1.647, 3.585)
C (-4.071, -0.909, 2.676)
C (-3.573, -0.641, 1.408)
H (-4.481, -0.022, -2.925)
H (-3.813, 0.978, -1.643)
H (-5.095, -0.199, -1.288)
H (-2.642, -2.319, -3.788)
H (-1.064, -2.262, -2.988)
H (-1.746, -0.809, -3.741)
H (-4.706, -2.997, -1.603)
H (-3.940, -3.047, -0.020)
H (-3.181, -3.821, -1.446)
H (-0.600, -2.235, 1.648)
H (-1.479, -2.691, 3.922)
H (-3.718, -1.848, 4.573)
H (-5.045, -0.528, 2.956)
H (-4.143, -0.033, 0.717)

Cartesian forces (eV/Å) of the 2 atoms listed first:
W 0.34 0.56 -0.23
Br 0.07 0.03 0.01